A structure of composition C48H126N2O16 at a distorted geometry, computed with ωB97M-V/def2-TZVPD.

The geometry in XYZ format:
```
192
Properties=species:S:1:pos:R:3:lowdin_charge:R:1
C 0.21 -1.39 -17.99 -0.28
O -0.54 -1.81 -16.83 -0.20
C -1.92 -1.38 -16.85 -0.13
C -2.51 -1.66 -15.48 -0.15
N -3.76 -0.91 -15.36 -0.01
C -4.52 -1.21 -14.10 -0.11
C -5.31 -2.54 -14.13 -0.14
O -5.73 -2.93 -12.81 -0.17
C -6.42 -4.15 -12.76 -0.23
H 0.37 -0.32 -17.93 0.02
H -0.33 -1.60 -18.91 0.09
H 1.16 -1.92 -18.02 0.12
H -2.41 -2.04 -17.57 0.08
H -1.97 -0.38 -17.27 0.09
H -1.90 -1.21 -14.70 0.06
H -2.74 -2.70 -15.25 0.05
H -3.45 0.05 -15.41 -0.24
H -5.24 -0.41 -13.89 0.07
H -3.86 -1.29 -13.24 0.07
H -4.62 -3.29 -14.53 0.09
H -6.19 -2.44 -14.76 0.08
H -7.35 -4.04 -13.32 -0.04
H -6.73 -4.43 -11.75 0.12
H -5.91 -5.00 -13.23 0.07
C -8.58 -5.73 -16.06 -0.16
O -7.36 -5.61 -16.66 -0.17
C -7.13 -4.41 -17.44 -0.16
C -5.68 -4.56 -17.94 -0.16
N -5.26 -3.25 -18.51 -0.07
C -3.81 -3.25 -18.78 -0.19
C -3.41 -2.07 -19.60 -0.16
O -1.98 -2.08 -19.80 -0.16
C -1.49 -0.83 -20.23 -0.23
H -8.77 -4.89 -15.40 -0.06
H -8.52 -6.57 -15.36 0.09
H -9.37 -5.65 -16.81 0.12
H -7.25 -3.53 -16.81 0.08
H -7.78 -4.29 -18.30 0.13
H -5.59 -5.36 -18.67 0.12
H -5.04 -4.78 -17.08 0.11
H -5.38 -2.57 -17.78 -0.16
H -3.42 -4.16 -19.22 0.13
H -3.28 -3.20 -17.83 0.08
H -3.65 -1.11 -19.15 0.10
H -3.87 -2.09 -20.59 0.13
H -1.91 -0.45 -21.16 0.15
H -0.40 -0.81 -20.30 0.10
H -1.65 -0.08 -19.46 -0.04
C -10.12 -2.11 -14.75 -0.02
C -9.25 -3.38 -14.77 -0.36
C -8.76 -3.59 -13.32 -0.03
O -9.93 -4.62 -15.13 -0.10
H -10.94 -2.35 -14.08 0.09
H -10.47 -1.78 -15.73 0.09
H -9.58 -1.30 -14.25 0.06
H -8.42 -3.29 -15.47 0.09
H -8.17 -2.76 -12.92 0.11
H -8.17 -4.50 -13.30 0.05
H -9.63 -3.73 -12.69 0.13
H -10.47 -4.39 -15.89 0.12
C -2.46 -4.24 -14.51 -0.03
C -2.06 -4.97 -13.21 -0.42
C -2.97 -6.23 -13.04 -0.09
O -0.73 -5.36 -13.11 -0.01
H -3.54 -4.15 -14.59 0.07
H -2.17 -4.81 -15.39 0.10
H -2.05 -3.23 -14.58 0.05
H -2.13 -4.33 -12.33 0.08
H -2.65 -6.88 -12.22 0.06
H -2.97 -6.88 -13.91 0.10
H -4.04 -6.08 -12.90 0.04
H -0.62 -5.88 -12.31 0.10
C -6.94 -1.01 -16.02 -0.04
C -5.97 -1.09 -17.20 -0.27
C -5.22 0.24 -17.51 0.00
O -5.01 -2.08 -16.84 -0.05
H -6.50 -0.67 -15.08 0.03
H -7.31 -2.02 -15.87 0.05
H -7.84 -0.43 -16.21 0.10
H -6.45 -1.46 -18.11 0.15
H -4.38 0.44 -16.85 0.07
H -5.83 1.14 -17.53 0.11
H -4.84 0.25 -18.53 0.08
H -4.38 -1.70 -16.21 -0.05
C -3.40 -2.76 -11.56 -0.08
C -2.82 -1.36 -11.54 -0.42
C -1.70 -1.12 -12.55 -0.01
O -3.81 -0.43 -11.80 -0.09
H -4.44 -2.79 -11.23 0.06
H -2.78 -3.45 -10.99 0.10
H -3.47 -3.08 -12.60 0.08
H -2.60 -1.25 -10.48 0.15
H -2.04 -1.44 -13.54 0.03
H -0.84 -1.77 -12.39 0.12
H -1.36 -0.09 -12.56 0.09
H -4.36 -0.51 -11.02 0.13
C -3.29 1.76 -13.59 -0.02
C -2.65 1.72 -14.92 -0.32
C -1.30 0.98 -14.86 -0.01
O -3.44 0.96 -15.77 -0.13
H -3.65 0.80 -13.22 0.07
H -4.13 2.45 -13.60 0.06
H -2.62 2.07 -12.78 0.11
H -2.55 2.74 -15.30 0.16
H -0.57 1.61 -14.34 0.07
H -0.92 0.81 -15.87 0.09
H -1.32 0.01 -14.38 0.05
H -3.97 1.61 -16.23 -0.28
C 1.61 0.93 -14.23 -0.06
C 2.28 -0.25 -14.91 -0.41
C 1.81 -0.37 -16.36 -0.04
O 3.66 0.16 -14.92 -0.06
H 1.93 1.82 -14.79 0.10
H 1.88 1.09 -13.19 0.09
H 0.53 1.01 -14.26 0.00
H 2.10 -1.16 -14.34 0.14
H 2.40 0.27 -17.01 0.11
H 0.76 -0.12 -16.55 0.06
H 1.92 -1.40 -16.70 0.08
H 4.24 -0.42 -15.42 0.09
C -4.98 -4.20 -9.99 -0.05
C -4.37 -5.54 -9.63 -0.45
C -3.51 -6.15 -10.70 -0.10
O -3.59 -5.51 -8.44 -0.04
H -5.55 -4.16 -10.91 0.04
H -4.14 -3.52 -10.11 0.03
H -5.55 -3.78 -9.16 0.11
H -5.21 -6.22 -9.48 0.13
H -2.70 -5.49 -11.00 0.07
H -4.10 -6.32 -11.60 0.02
H -3.11 -7.14 -10.48 0.11
H -3.40 -6.41 -8.19 0.08
C 1.50 1.71 -19.90 -0.01
C 0.72 0.85 -18.93 -0.42
C -0.71 0.73 -19.28 -0.22
O 1.35 -0.41 -18.95 -0.14
H 1.15 2.74 -19.95 0.09
H 1.39 1.29 -20.90 0.09
H 2.58 1.66 -19.72 0.09
H 0.90 1.32 -17.96 0.15
H -1.09 -0.09 -18.66 0.08
H -0.90 0.44 -20.32 0.08
H -1.25 1.65 -19.06 0.09
H 1.02 -0.83 -19.75 0.12
C -5.96 1.93 -14.63 0.00
C -7.32 1.25 -14.31 -0.44
C -7.34 0.19 -13.17 -0.01
O -8.26 2.22 -13.88 -0.04
H -5.24 1.14 -14.81 0.07
H -5.57 2.52 -13.80 0.08
H -6.02 2.62 -15.47 0.08
H -7.64 0.75 -15.23 0.08
H -7.16 0.75 -12.26 0.10
H -6.65 -0.58 -13.52 0.03
H -8.30 -0.30 -13.03 0.07
H -8.51 2.73 -14.65 0.09
C 1.32 -4.96 -18.60 -0.03
C 0.63 -4.40 -17.37 -0.45
C -0.84 -4.06 -17.52 -0.05
O 0.78 -5.40 -16.37 -0.05
H 2.35 -5.28 -18.43 0.08
H 1.35 -4.27 -19.45 0.07
H 0.66 -5.73 -18.98 0.08
H 1.15 -3.54 -16.95 0.11
H -0.97 -3.21 -18.20 0.06
H -1.35 -3.81 -16.59 0.06
H -1.40 -4.87 -17.99 0.10
H 0.62 -5.01 -15.51 0.07
C -3.97 3.68 -18.61 0.01
C -4.08 2.26 -17.99 -0.37
C -2.70 1.61 -17.93 -0.04
O -4.46 2.34 -16.64 -0.01
H -4.84 4.26 -18.31 0.08
H -3.87 3.69 -19.69 0.09
H -3.08 4.22 -18.28 0.08
H -4.81 1.69 -18.56 0.11
H -1.98 2.30 -17.48 0.13
H -2.39 1.43 -18.96 0.08
H -2.70 0.67 -17.37 0.07
H -5.23 2.92 -16.59 0.13
C -6.72 -8.17 -14.53 -0.01
C -5.84 -7.35 -13.60 -0.51
C -6.56 -6.47 -12.69 -0.10
O -4.98 -8.24 -12.95 -0.02
H -6.05 -8.69 -15.22 0.09
H -7.44 -7.55 -15.06 0.04
H -7.25 -8.90 -13.92 0.09
H -5.26 -6.67 -14.23 0.13
H -5.86 -5.96 -12.02 0.06
H -7.16 -7.12 -12.06 0.13
H -7.20 -5.66 -13.06 0.06
H -4.45 -8.67 -13.63 0.10
```

For the highest occupied orbital energy, the calculation gives -6.8 eV. The total energy comes out at -3215.5820 hartree. The relative energy (zero: lowest compared OMol25 entry of this formula, charge and spin) comes out at 54.798 eV. The net charge is 0. The calculation puts the LUMO energy at -0.236 eV.